DFT (the ωB97M-V functional and the def2-TZVPD basis) results for a 3-piece molecular cluster, C26H26F15NO4S2 overall in a non-equilibrium geometry.

The geometry in ORCA input format:
```
! RIJCOSX wB97M-V def2-TZVPD def2/J DEFGRID3
* xyz 0 1
F -1.80 -6.87 1.44
C -2.34 -5.56 1.74
F -1.15 -4.75 1.92
C -3.12 -4.90 0.50
C -2.20 -4.54 -0.75
C -2.80 -3.33 -1.67
C -3.14 -2.01 -0.82
C -2.38 -0.69 -1.30
C -3.20 0.36 -2.15
C -2.50 1.69 -2.60
C -1.02 1.93 -2.23
C -0.15 0.90 -1.41
C -0.88 -0.39 -0.96
S 0.07 -1.65 0.01
C 1.49 -0.69 0.67
C 2.30 -1.24 1.90
C 3.55 -0.49 2.48
C 3.92 0.86 1.82
C 3.11 1.41 0.59
C 1.87 0.65 -0.02
N 1.25 1.27 -1.19
C -3.09 -5.49 3.15
F -3.24 -4.09 3.45
F -2.21 -6.00 4.14
S -4.78 -6.25 3.28
F -4.61 -7.22 1.94
F -5.55 -5.02 2.45
F -5.03 -5.33 4.69
F -4.15 -7.45 4.29
F -6.27 -6.95 3.52
H -3.95 -5.60 0.12
H -3.69 -3.99 0.95
H -2.13 -5.49 -1.42
H -1.13 -4.24 -0.52
H -3.81 -3.74 -2.07
H -2.14 -3.12 -2.58
H -4.28 -1.81 -0.88
H -2.92 -2.11 0.31
H -4.28 0.11 -2.40
H -3.15 2.40 -3.22
H -0.51 2.90 -2.60
H 2.03 -2.22 2.42
H 4.13 -0.91 3.36
H 4.83 1.45 2.21
H 3.48 2.39 0.14
H 1.82 1.22 -2.04
C 8.90 -0.32 -2.19
C 8.62 0.20 -0.79
O 8.07 1.52 -0.84
C 6.74 1.59 -1.09
O 6.03 0.63 -1.26
C 6.27 3.05 -1.06
F 7.10 3.87 -1.75
F 6.21 3.54 0.20
F 5.04 3.22 -1.59
H 9.53 0.38 -2.75
H 9.39 -1.29 -2.15
H 7.97 -0.43 -2.76
H 9.56 0.28 -0.24
H 7.98 -0.48 -0.23
C -3.90 7.23 1.56
C -2.69 6.39 1.21
O -2.92 5.66 0.00
C -2.74 6.34 -1.15
O -2.40 7.49 -1.21
C -2.97 5.43 -2.35
F -4.08 4.68 -2.23
F -1.94 4.56 -2.54
F -3.10 6.11 -3.51
H -4.80 6.62 1.62
H -3.75 7.73 2.53
H -4.08 8.00 0.81
H -2.52 5.65 1.99
H -1.78 7.00 1.13
*
```

Its max |F| is 0.096 hartree/bohr. As for the SMILES: FC(F)(CCCCc1cccc2c1Sc1ccccc1N2)C(F)(F)S(F)(F)(F)(F)F.CCOC(=O)C(F)(F)F.CCOC(=O)C(F)(F)F. The frontier orbital gap comes out at 0.225 hartree.